(1)
131
Properties=species:S:1:pos:R:3:forces:R:3:lowdin_charge:R:1 method="wB97M-V/def2-TZVPD" total_charge=-1 orbital_gap_ev=7.327 e_above_lowest_ev=0.000 homo_ev=-6.1
O 7.471440 -1.480555 -1.510942 -0.81 0.16 -3.12 -0.46
S 7.600940 -1.218533 -2.981680 3.71 2.62 2.36 0.20
O 9.036360 -0.833384 -3.297485 -3.65 -0.89 -0.03 -0.49
I 7.233807 -3.315122 -4.193222 0.06 0.31 0.06 0.70
N 6.640380 0.069388 -3.566913 -1.61 -3.41 0.93 -0.35
S 5.008724 -0.371200 -3.762637 -1.97 3.74 -4.00 0.52
O 4.199579 0.911141 -3.746260 2.32 -2.85 0.98 -0.41
O 4.699546 -1.069315 -5.066870 1.46 0.64 2.86 -0.45
N 4.376032 -1.357149 -2.477596 -1.86 -3.25 -2.57 -0.09
C 3.806452 -2.395718 -3.012285 2.71 -1.03 0.70 -0.69
S 3.604676 -3.914268 -3.635977 -0.33 4.22 1.81 0.71
C 1.804072 -0.782928 -0.549097 0.12 -0.18 -0.06 -0.05
C 0.915767 -1.983379 -0.368505 0.40 -0.40 0.05 -0.49
O 1.378580 -3.101922 -0.246837 -0.26 0.35 -0.03 0.05
C -0.571829 -1.746932 -0.344323 -0.09 -0.41 0.02 -0.03
H 2.846742 -1.099900 -0.546995 -0.16 0.08 0.03 0.06
H 1.587172 -0.300390 -1.505643 -0.03 0.09 0.05 0.09
H 1.650895 -0.081850 0.272526 -0.11 0.01 -0.12 0.06
H -0.893476 -1.306769 -1.290898 0.00 0.18 0.10 0.08
H -0.829813 -1.087396 0.486532 -0.05 0.10 -0.14 0.08
H -1.087570 -2.698692 -0.207775 0.04 0.14 0.01 0.07
C -2.322955 -3.491734 3.946006 0.01 0.32 -0.02 -0.02
C -2.818928 -3.785024 2.555827 0.03 0.50 -0.37 -0.50
O -2.901121 -2.910321 1.716148 -0.08 -0.32 0.30 0.05
C -3.209985 -5.205701 2.245840 -0.12 0.01 -0.36 -0.02
H -2.078222 -2.430974 4.026343 -0.01 -0.12 -0.06 0.08
H -3.101394 -3.728169 4.675844 0.11 -0.17 0.07 0.07
H -1.422293 -4.074479 4.150088 -0.12 -0.10 0.11 0.09
H -4.026320 -5.517744 2.900790 0.16 -0.10 0.11 0.08
H -2.349093 -5.864748 2.375064 -0.10 -0.05 0.16 0.09
H -3.547664 -5.269932 1.209830 0.06 0.04 0.11 0.08
C 4.365146 1.095173 1.224635 -0.19 -0.27 0.00 -0.02
C 3.908762 0.199506 2.344134 -0.51 -0.18 -0.31 -0.48
O 2.817149 -0.339253 2.322547 0.41 0.23 0.31 0.05
C 4.857481 -0.006229 3.496000 -0.20 -0.28 0.27 -0.03
H 3.585472 1.152218 0.465158 0.16 0.05 0.09 0.06
H 4.554974 2.098558 1.605520 0.16 -0.11 -0.06 0.06
H 5.269561 0.685913 0.767732 0.07 0.10 0.06 0.10
H 5.069633 0.950436 3.978119 0.18 -0.02 -0.11 0.08
H 5.782738 -0.462218 3.138045 0.06 0.20 0.02 0.09
H 4.398446 -0.673510 4.228246 0.03 0.06 -0.09 0.08
C 10.766527 -4.749547 -6.242273 -0.15 -0.03 0.34 -0.02
C 9.544175 -5.028078 -7.075497 -0.51 -0.06 0.39 -0.51
O 8.460920 -5.216231 -6.561353 0.33 -0.08 -0.34 -0.02
C 9.717407 -5.063866 -8.571387 -0.34 -0.05 -0.13 -0.03
H 10.492501 -4.753495 -5.185857 -0.01 0.04 -0.14 0.08
H 11.517372 -5.524435 -6.412816 0.10 0.14 -0.12 0.08
H 11.172630 -3.767884 -6.494711 0.13 -0.10 -0.06 0.09
H 10.421426 -5.852538 -8.845471 0.13 0.16 -0.04 0.08
H 10.077068 -4.096170 -8.927167 0.17 -0.10 -0.02 0.09
H 8.755199 -5.274266 -9.041969 0.09 0.03 0.08 0.08
C -4.897028 -1.169320 6.051137 0.38 -0.23 0.07 -0.02
C -5.784265 -2.372781 6.229631 0.20 -0.58 0.02 -0.49
O -5.317849 -3.492428 6.348787 -0.14 0.45 -0.07 0.04
C -7.270013 -2.137285 6.254854 -0.12 -0.65 0.15 -0.04
H -3.852717 -1.487764 6.051843 -0.12 -0.01 -0.02 0.07
H -5.115016 -0.684613 5.097321 -0.10 0.16 0.14 0.09
H -5.051118 -0.469670 6.874690 -0.17 0.13 -0.20 0.08
H -7.591764 -1.695110 5.310055 -0.02 0.23 0.16 0.08
H -7.527278 -1.480523 7.084948 -0.01 0.16 -0.28 0.07
H -7.785088 -3.091238 6.388891 0.14 0.02 -0.07 0.08
C 3.139191 6.130845 -0.057532 0.30 0.02 0.20 -0.02
C 2.860270 4.653692 0.026639 0.32 -0.41 0.26 -0.48
O 3.581469 3.911605 0.663411 -0.33 0.56 -0.19 0.06
C 1.654827 4.131558 -0.708163 0.05 -0.37 0.10 -0.01
H 4.036609 6.361649 0.518897 -0.10 -0.01 -0.09 0.06
H 3.306855 6.419138 -1.097192 -0.17 0.09 0.04 0.09
H 2.300523 6.691936 0.360215 -0.04 0.05 -0.21 0.08
H 1.756131 4.330428 -1.776969 -0.13 0.11 0.04 0.09
H 0.749570 4.603608 -0.319978 0.01 0.11 -0.17 0.08
H 1.579185 3.053033 -0.558703 0.04 0.12 -0.03 0.08
C 7.756421 7.351691 2.661656 0.08 0.40 -0.01 -0.03
C 7.262586 7.052942 1.270123 -0.06 0.31 -0.54 -0.51
O 7.186838 7.925552 0.427012 0.02 -0.24 0.36 0.06
C 6.866936 5.632985 0.966556 -0.07 0.15 -0.30 -0.03
H 8.005016 8.411939 2.737519 -0.03 -0.11 -0.04 0.08
H 6.976374 7.121760 3.390396 0.13 -0.18 0.04 0.08
H 8.653494 6.765630 2.871454 -0.14 -0.11 0.12 0.08
H 6.047137 5.327767 1.620626 0.14 -0.18 0.05 0.08
H 7.724869 4.971022 1.101088 -0.12 -0.08 0.16 0.09
H 6.531833 5.564325 -0.069620 0.04 -0.01 0.13 0.09
C -7.941139 2.995979 6.143915 0.28 -0.12 0.27 -0.02
C -8.216510 1.519106 6.218658 0.41 -0.13 0.20 -0.47
O -7.492534 0.770099 6.849689 -0.28 0.47 -0.12 0.04
C -9.423419 1.001700 5.481876 0.24 -0.35 0.23 -0.03
H -7.042506 3.226014 6.719912 -0.07 -0.06 -0.08 0.09
H -7.776518 3.291428 5.104926 -0.18 0.07 0.00 0.09
H -8.782616 3.553419 6.567308 0.26 -0.22 -0.33 0.04
H -9.324137 1.209019 4.414356 -0.17 0.14 0.04 0.09
H -10.327803 1.469659 5.875097 0.00 0.06 -0.20 0.09
H -9.499163 -0.076617 5.622750 -0.05 0.17 -0.02 0.06
C 5.651200 -0.978785 -8.937807 0.24 -0.26 -0.15 -0.03
C 6.311878 0.370224 -9.029499 0.46 0.17 -0.29 -0.50
O 7.293052 0.547615 -9.726938 -0.32 -0.09 0.18 0.05
C 5.710065 1.489423 -8.223284 0.28 0.23 -0.05 -0.02
H 6.189219 -1.690135 -9.568093 -0.01 0.12 0.03 0.07
H 5.678355 -1.335024 -7.904791 -0.25 0.07 0.04 0.09
H 4.618648 -0.911109 -9.288101 -0.06 0.00 0.23 0.08
H 5.739110 1.239272 -7.160123 -0.25 -0.06 -0.02 0.09
H 4.680199 1.664893 -8.541501 -0.06 -0.11 0.21 0.08
H 6.287028 2.401865 -8.384760 -0.03 -0.12 -0.02 0.08
C 2.344233 -4.397344 -7.734374 -0.17 0.02 0.34 -0.02
C 3.818169 -4.563640 -7.473005 0.25 0.04 0.58 -0.50
O 4.260050 -4.584674 -6.345632 -0.10 -0.21 -0.48 -0.02
C 4.724693 -4.699226 -8.665510 0.38 -0.01 0.08 -0.02
H 1.816000 -4.310334 -6.783120 0.10 0.01 -0.09 0.08
H 2.169887 -3.489665 -8.315956 -0.03 -0.13 -0.14 0.08
H 1.960853 -5.268711 -8.269972 -0.01 0.13 -0.17 0.08
H 4.653804 -3.802319 -9.284512 -0.09 -0.13 -0.14 0.07
H 4.451126 -5.582914 -9.246384 -0.09 0.14 -0.13 0.08
H 5.756073 -4.810106 -8.324497 -0.11 0.03 0.03 0.08
C -12.518529 -2.956100 4.117131 0.10 0.01 0.36 -0.02
C -12.094709 -1.555553 3.762426 0.23 0.35 0.43 -0.49
O -11.625868 -0.807327 4.597296 -0.28 -0.30 -0.36 0.06
C -12.274609 -1.118222 2.332789 0.14 0.35 0.03 -0.02
H -12.331509 -3.132835 5.177723 -0.01 0.05 -0.12 0.08
H -13.585908 -3.081836 3.923939 0.07 -0.12 -0.17 0.08
H -11.941965 -3.677739 3.534793 -0.19 -0.02 -0.10 0.09
H -13.331152 -1.162488 2.060503 0.07 -0.17 -0.12 0.08
H -11.687251 -1.758385 1.671408 -0.20 -0.07 -0.05 0.09
H -11.927533 -0.089281 2.222954 -0.03 -0.12 0.04 0.08
C -10.459770 7.185134 6.307042 0.33 -0.01 0.22 -0.02
C -10.732672 5.706662 6.381951 0.30 -0.31 0.30 -0.48
O -10.008011 4.961997 7.013191 -0.59 0.59 -0.10 0.04
C -11.937469 5.185746 5.644563 0.06 -0.38 0.09 -0.02
H -9.562668 7.417026 6.883657 -0.10 -0.05 -0.06 0.09
H -10.294942 7.480710 5.268866 -0.19 0.09 0.03 0.09
H -11.300370 7.740052 6.728619 -0.03 0.04 -0.21 0.09
H -11.838120 5.392688 4.577001 -0.15 0.15 0.05 0.09
H -12.843590 5.651960 6.036745 0.01 0.10 -0.19 0.09
H -12.009740 4.105923 5.786646 0.02 0.12 0.00 0.08

(2)
139
Properties=species:S:1:pos:R:3:forces:R:3:lowdin_charge:R:1 method="wB97M-V/def2-TZVPD" total_charge=-1 orbital_gap_ev=8.841 homo_ev=-6.8
O 24.626647 -23.983468 20.939315 -0.14 0.16 -0.06 0.16
C 24.745457 -24.747152 21.848188 0.04 0.00 -0.01 -0.38
O 24.821785 -26.064657 21.761015 0.13 -0.18 -0.02 0.22
B 25.023977 -26.656441 23.095619 -0.21 0.66 -0.09 -0.91
O 25.146009 -25.492121 24.005863 -0.22 -0.25 0.04 0.21
C 24.879274 -24.372839 23.344183 0.23 -0.43 -0.15 -0.39
O 24.798595 -23.280981 23.814379 -0.03 0.42 0.14 0.15
O 26.205028 -27.514279 23.153383 0.02 -0.18 0.11 0.22
C 25.831075 -28.758169 23.412856 -0.28 0.43 -0.10 -0.39
O 26.526548 -29.724720 23.424906 0.37 -0.45 0.04 0.14
C 24.302203 -28.754680 23.637768 -0.11 0.04 -0.43 -0.37
O 23.866548 -27.515597 23.430678 0.32 -0.41 0.32 0.20
O 23.645165 -29.730202 23.857730 -0.11 0.09 0.18 0.15
C 20.874476 -28.319432 22.345962 0.51 -0.31 -0.01 -0.26
S 20.212258 -27.468529 20.918718 0.01 0.27 0.15 0.84
O 19.002136 -26.731717 21.388664 -0.23 -0.12 -0.02 -0.56
C 21.506083 -26.208198 20.809672 -0.27 0.25 -0.01 -0.22
H 21.823924 -28.773371 22.051287 -0.03 0.02 0.02 0.05
H 20.209980 -29.112057 22.682077 -0.19 0.08 -0.16 0.06
H 21.065705 -27.616572 23.153812 -0.13 0.08 0.00 0.04
H 22.214355 -26.426213 20.012899 0.17 -0.14 0.16 0.05
H 21.974830 -26.080048 21.782092 0.20 -0.08 -0.05 0.04
H 20.977176 -25.284177 20.569916 -0.05 -0.09 -0.11 0.06
C 30.913520 -25.970939 25.040707 -0.08 -0.27 0.50 -0.27
S 29.966021 -25.106774 23.792194 0.10 0.19 0.18 0.83
O 29.749356 -26.060900 22.672964 0.01 -0.20 -0.23 -0.54
C 28.423210 -25.042853 24.709580 0.05 0.04 -0.27 -0.23
H 31.942096 -26.095209 24.713355 0.02 0.13 -0.10 0.05
H 30.485858 -26.953920 25.252796 -0.13 0.06 -0.18 0.06
H 30.869776 -25.380525 25.958511 0.18 0.05 -0.07 0.04
H 27.765607 -24.435684 24.089939 -0.14 -0.05 0.10 0.02
H 28.569167 -24.552409 25.669966 0.05 0.05 0.03 0.04
H 28.042189 -26.057014 24.823257 -0.04 0.00 0.01 0.06
C 27.751087 -30.079555 18.782712 0.44 -0.11 -0.62 -0.28
S 28.459576 -28.423245 18.876455 -0.37 -0.04 0.44 0.81
O 27.540604 -27.555803 18.084102 0.12 -0.02 -0.13 -0.56
C 28.035163 -28.133558 20.613012 0.69 -0.44 -0.46 -0.25
H 27.905323 -30.403286 17.750253 -0.20 0.10 0.01 0.04
H 26.687498 -30.021469 18.998987 -0.02 -0.07 0.16 0.06
H 28.306068 -30.785030 19.400565 -0.17 0.14 0.30 0.05
H 28.431246 -28.957409 21.209689 -0.11 -0.01 0.02 0.06
H 26.952142 -28.094987 20.661270 -0.06 0.26 0.13 0.06
H 28.558836 -27.232833 20.920011 -0.37 0.19 0.15 0.01
C 28.064716 -20.402170 27.412692 -0.12 -0.13 -0.05 -0.35
O 28.468240 -20.243471 28.547567 0.18 -0.01 0.15 0.00
N 27.288826 -21.422279 26.989701 -0.09 -0.01 0.03 -0.19
C 26.689367 -21.436877 25.675757 0.62 -0.31 -0.68 -0.06
C 26.906770 -22.500622 27.872084 -0.16 0.14 0.42 -0.04
H 28.323314 -19.713664 26.591435 -0.09 0.07 0.01 0.13
H 27.165904 -20.713240 25.014361 -0.08 0.25 0.24 0.08
H 25.609526 -21.291527 25.677615 -0.03 0.00 0.18 0.09
H 26.919182 -22.382877 25.185835 -0.30 -0.12 0.08 0.06
H 25.824944 -22.485199 28.037900 0.02 -0.11 -0.06 0.10
H 27.187300 -23.472891 27.461445 -0.04 0.04 -0.18 0.07
H 27.393449 -22.385170 28.838415 0.07 0.15 -0.07 0.08
O 27.870514 -22.102833 22.828635 0.11 -0.08 0.13 0.07
C 27.215617 -21.962550 21.823035 -0.33 -0.03 -0.05 -0.55
O 27.339986 -22.741365 20.750823 0.00 -0.02 -0.08 0.00
C 28.265515 -23.819811 20.886084 0.82 -0.57 -0.40 -0.23
C 28.306430 -24.621660 19.596751 -1.17 0.19 0.57 -0.05
C 26.189284 -20.889947 21.636059 0.24 0.71 -0.24 0.03
H 27.976489 -24.488077 21.697514 -0.08 0.22 0.13 0.09
H 29.267044 -23.438962 21.099617 -0.15 0.19 0.23 0.12
H 27.365107 -25.173272 19.528787 0.10 -0.06 -0.27 0.07
H 29.105062 -25.352919 19.664778 0.22 0.11 -0.26 0.07
H 28.358781 -23.961169 18.733799 0.38 -0.13 -0.11 0.08
H 25.638407 -20.960607 20.703516 -0.05 -0.33 0.04 0.09
H 26.735516 -19.938616 21.599849 -0.09 -0.08 0.16 0.09
H 25.510737 -20.858263 22.483097 -0.01 -0.14 0.05 0.08
O 21.090081 -24.145249 18.015583 -0.02 0.24 0.22 0.09
C 21.401030 -25.112531 17.376283 -0.25 -0.16 -0.41 -0.56
O 22.661053 -25.462069 17.096718 -0.14 -0.38 0.14 -0.01
C 23.723838 -24.790929 17.794949 0.65 0.29 -0.28 -0.22
C 24.457866 -23.832329 16.876397 0.16 0.54 0.63 -0.06
C 20.390061 -26.105697 16.826685 0.13 0.82 0.21 0.03
H 24.413620 -25.575423 18.103589 -0.11 -0.09 0.06 0.12
H 23.374988 -24.260942 18.677458 -0.27 -0.15 -0.04 0.10
H 23.859002 -22.950493 16.639647 -0.21 -0.23 -0.24 0.08
H 24.844220 -24.306985 15.978567 -0.09 -0.05 -0.07 0.07
H 25.300264 -23.427437 17.450770 0.06 -0.21 -0.13 0.08
H 19.544513 -25.548591 16.426287 0.01 0.04 0.03 0.08
H 20.026687 -26.631704 17.711265 0.01 -0.41 -0.25 0.08
H 20.805098 -26.737266 16.050621 0.07 -0.30 0.20 0.08
O 26.921175 -29.277490 28.458122 0.10 -0.01 -0.06 0.09
C 27.527602 -28.857370 27.503557 -0.23 -0.22 0.30 -0.53
O 27.967580 -27.592072 27.403874 0.10 0.15 -0.19 -0.02
C 27.609778 -26.674148 28.446499 0.47 0.31 0.29 -0.21
C 28.834951 -25.837214 28.780437 0.07 -0.35 -0.61 -0.06
C 27.821423 -29.655968 26.274142 0.15 0.18 -0.30 0.03
H 27.283277 -27.228891 29.322623 -0.23 0.01 -0.10 0.11
H 26.818054 -26.031078 28.060307 -0.17 -0.16 0.07 0.12
H 28.594122 -25.070380 29.512223 0.07 -0.01 0.09 0.08
H 29.209331 -25.364215 27.869476 -0.09 0.18 0.07 0.05
H 29.644215 -26.482543 29.125302 -0.07 0.07 0.27 0.08
H 26.868657 -30.030944 25.908472 0.06 -0.12 -0.10 0.06
H 28.472521 -30.505591 26.470196 -0.08 -0.03 0.26 0.10
H 28.284769 -29.046496 25.501762 -0.08 0.01 -0.02 0.08
O 23.304706 -36.179707 20.415010 0.02 0.06 -0.17 0.10
C 23.230340 -36.308141 21.609038 -0.13 -0.21 0.09 -0.56
O 23.557174 -35.356563 22.482471 -0.14 0.19 0.18 -0.01
C 24.013943 -34.107598 21.922823 0.64 -0.09 -0.32 -0.22
C 24.371882 -33.187918 23.059574 -0.34 -0.11 -0.05 -0.07
C 22.731124 -37.557905 22.292160 0.41 -0.33 -0.54 0.02
H 23.258055 -33.672837 21.268172 -0.20 -0.15 0.14 0.13
H 24.873580 -34.331063 21.284610 -0.02 0.04 0.05 0.12
H 23.489553 -33.085448 23.692885 0.12 0.24 0.10 0.08
H 24.655443 -32.215839 22.659012 -0.04 0.09 0.12 0.08
H 25.190910 -33.572203 23.665710 0.01 -0.08 -0.04 0.09
H 23.251265 -37.757451 23.224917 -0.25 0.24 0.21 0.08
H 22.936509 -38.394491 21.623105 -0.10 0.07 -0.03 0.08
H 21.651192 -37.494098 22.407085 0.00 0.05 0.28 0.09
O 20.007857 -23.905163 23.499788 0.05 0.21 -0.11 0.11
C 19.637962 -24.893498 24.072276 -0.31 0.02 0.13 -0.55
O 20.466452 -25.700812 24.756677 -0.03 -0.50 -0.05 -0.02
C 21.821828 -25.293973 24.870731 0.84 0.66 0.20 -0.23
C 21.986433 -24.310588 26.012145 0.36 -0.23 0.04 -0.05
C 18.226937 -25.402119 24.129440 -0.03 0.05 -0.49 0.02
H 22.207564 -24.807152 23.970926 -0.46 -0.16 -0.24 0.11
H 22.430121 -26.179096 25.034055 -0.25 -0.20 0.04 0.12
H 21.760970 -24.798768 26.960792 -0.16 0.15 0.05 0.08
H 21.363826 -23.433919 25.850330 -0.08 0.02 0.10 0.08
H 23.030868 -23.989027 26.041358 -0.04 0.05 0.00 0.07
H 17.928787 -25.698825 25.131123 0.09 0.00 0.06 0.08
H 18.173051 -26.255486 23.449701 0.01 -0.06 0.13 0.06
H 17.565390 -24.642086 23.721906 -0.01 0.07 0.13 0.09
O 22.461547 -31.729730 27.371031 -0.10 -0.09 -0.03 0.11
C 23.338627 -32.353211 26.833921 0.10 0.28 0.37 -0.53
O 23.203009 -33.639536 26.462286 0.33 -0.06 -0.16 -0.02
C 22.003444 -34.289125 26.839599 -0.87 -0.35 0.35 -0.24
C 22.172336 -35.771065 26.594863 0.23 -0.11 -0.62 -0.07
C 24.709698 -31.827005 26.527911 -0.14 -0.24 -0.42 0.03
H 21.140671 -33.897848 26.293156 0.20 0.12 -0.17 0.13
H 21.770794 -34.102647 27.892208 0.29 0.11 -0.01 0.12
H 22.206005 -36.003267 25.525453 -0.01 0.18 0.03 0.07
H 21.338010 -36.336621 27.006886 0.06 0.02 0.20 0.08
H 23.124553 -36.116076 26.999517 -0.15 -0.07 0.25 0.08
H 25.478907 -32.527847 26.849949 -0.04 0.03 0.15 0.10
H 24.830133 -30.855967 26.993073 0.07 0.05 0.01 0.08
H 24.795246 -31.754189 25.440172 0.04 0.23 0.05 0.07